A:
This record from the Open Molecules 2025 dataset describes a structure of composition C4H5LiO2Pb. The level of theory is ωB97M-V/def2-TZVPD.

Output
HOMO energy (alpha / beta): -11.378 / -11.741 eV
<S²>: 0.767
Spin multiplicity: 2
E_LUMO (alpha / beta): -5.50 / -5.57 eV
Net charge: +1

Last column: Mulliken charge in e.
Geometry (Å):
H (1.073, 1.316, -0.704)  -0.024
C (0.714, 0.428, 0.566)  0.311
C (0.347, -1.046, 0.644)  -0.598
C (-0.593, -1.199, -0.563)  -0.301
C (-1.051, 0.215, -0.892)  -0.256
O (-0.627, 0.913, 0.258)  -0.263
O (1.246, 1.112, 1.497)  -0.805
Li (0.245, 3.054, 1.371)  0.900
Pb (-0.915, 1.571, -2.644)  0.805
H (-0.135, -1.190, 1.622)  0.259
H (1.271, -1.638, 0.598)  0.405
H (-1.503, -1.793, -0.384)  0.286
H (-0.072, -1.745, -1.367)  0.282

***

B:
This record from the Open Molecules 2025 dataset describes a structure of composition C4H5LiO2Pb. The level of theory is ωB97M-V/def2-TZVPD.

Output
HOMO energy (alpha / beta): -11.062 / -11.025 eV
<S²>: 0.758
Spin multiplicity: 2
E_LUMO (alpha / beta): -6.03 / -6.02 eV
Net charge: +1

Last column: Mulliken charge in e.
Geometry (Å):
H (-0.622, -1.064, 3.410)  0.034
C (-0.326, -0.939, 0.455)  0.553
C (0.359, 0.300, 0.978)  -0.599
C (0.578, 1.184, -0.255)  -0.302
C (-0.099, 0.439, -1.380)  -0.131
O (-1.394, -1.405, 0.823)  -0.472
O (-0.110, -0.991, -0.891)  -0.487
Li (-0.586, -2.314, -2.238)  0.885
Pb (-0.580, 0.479, -3.548)  0.282
H (1.268, 0.020, 1.522)  0.297
H (-0.301, 0.787, 1.712)  0.307
H (1.658, 1.311, -0.450)  0.284
H (0.155, 2.193, -0.139)  0.348

***

Result of the stability comparison: A is the most stable of them.

***

A:
This record from the Open Molecules 2025 dataset describes the molecule C4H3NO2. The level of theory is ωB97M-V/def2-TZVPD.

Output
HOMO energy: -10.138 eV
E_LUMO: -1.05 eV
Net charge: 0

Last column: Mulliken charge in e.
Geometry (Å):
C (1.235, 0.702, 0.026)  -0.109
C (1.851, 1.787, 0.097)  -0.665
C (-1.283, 0.326, 0.013)  0.586
C (0.300, -0.303, -0.005)  0.552
N (0.503, -1.548, 0.044)  -0.277
O (-1.242, 1.606, -0.011)  -0.454
O (-2.177, -0.423, 0.103)  -0.496
H (1.394, -1.859, -0.164)  0.258
H (-0.333, -2.106, 0.048)  0.279
H (-0.248, 1.817, -0.150)  0.326

***

B:
This record from the Open Molecules 2025 dataset describes the molecule C4H3NO2. The level of theory is ωB97M-V/def2-TZVPD.

Output
HOMO energy: -8.117 eV
SMILES: O=C=C1N=CCO1
E_LUMO: 0.54 eV
Net charge: 0

Last column: Mulliken charge in e.
Geometry (Å):
O (-2.004, 2.743, 0.381)  -0.371
C (-1.365, 1.765, 0.355)  0.712
C (-0.678, 0.635, 0.378)  -0.117
N (0.525, 0.489, 1.076)  -0.477
C (1.102, -0.496, 0.502)  -0.025
C (0.323, -1.029, -0.675)  -0.216
O (-0.937, -0.392, -0.515)  -0.371
H (0.767, -0.719, -1.629)  0.218
H (2.064, -0.882, 0.817)  0.399
H (0.203, -2.114, -0.689)  0.248

***

C:
This record from the Open Molecules 2025 dataset describes the molecule C4H3NO2. The level of theory is ωB97M-V/def2-TZVPD.

Output
HOMO energy: -10.895 eV
SMILES: N#CC(C=O)C=O
E_LUMO: -0.37 eV
Net charge: 0

Last column: Mulliken charge in e.
Geometry (Å):
O (0.564, -0.168, 2.233)  -0.430
C (0.320, 0.469, 1.245)  -0.109
C (0.621, 0.833, -1.182)  0.011
N (0.846, 1.665, -1.950)  -0.372
O (-1.761, -0.591, -1.244)  -0.420
C (-0.976, -0.902, -0.393)  -0.121
C (0.357, -0.170, -0.153)  0.432
H (0.026, 1.535, 1.272)  0.367
H (-1.148, -1.743, 0.305)  0.366
H (1.151, -0.927, -0.133)  0.275

***

D:
This record from the Open Molecules 2025 dataset describes the molecule C4H3NO2. The level of theory is ωB97M-V/def2-TZVPD.

Output
HOMO energy: -10.041 eV
SMILES: O=Cc1ccon1
E_LUMO: -0.18 eV
Net charge: 0

Last column: Mulliken charge in e.
Geometry (Å):
O (-2.362, 0.994, -1.052)  -0.428
C (-1.696, -0.008, -0.985)  -0.133
C (-0.388, -0.095, -0.256)  0.601
N (0.258, -1.217, -0.396)  -0.344
O (1.468, -1.063, 0.245)  -0.145
C (1.516, 0.195, 0.689)  -0.079
C (0.366, 0.922, 0.484)  -0.494
H (-1.995, -0.951, -1.485)  0.344
H (2.428, 0.522, 1.173)  0.497
H (0.443, 0.731, 1.636)  0.181

***

Result of the stability comparison: C is the most stable of them.

***

A:
This record from the Open Molecules 2025 dataset describes the molecule C4H3NO2. The level of theory is ωB97M-V/def2-TZVPD.

Output
HOMO energy: -8.647 eV
SMILES: c1cc2oon2c1
E_LUMO: 0.88 eV
Net charge: 0

Last column: Mulliken charge in e.
Geometry (Å):
C (1.226, -0.004, 0.013)  -0.305
C (0.474, 1.173, -0.035)  -0.924
C (0.485, -1.110, 0.030)  -0.400
C (-0.808, 0.702, 0.067)  0.495
N (-0.755, -0.629, 0.056)  0.213
O (-2.216, 0.716, 0.032)  -0.227
O (-2.178, -0.706, -0.025)  -0.165
H (2.253, -0.127, 0.095)  0.462
H (0.958, 2.101, -0.101)  0.406
H (0.560, -2.115, -0.131)  0.443

***

B:
This record from the Open Molecules 2025 dataset describes the molecule C4H3NO2. The level of theory is ωB97M-V/def2-TZVPD.

Output
HOMO energy: -9.378 eV
SMILES: N#CC1OC=CO1
E_LUMO: 0.73 eV
Net charge: 0

Last column: Mulliken charge in e.
Geometry (Å):
C (-1.721, -0.139, 0.114)  0.370
C (-0.554, -0.334, 0.949)  0.203
C (0.886, 0.795, -0.413)  -0.219
C (1.112, -0.437, -0.679)  -0.016
H (-0.468, -0.646, 2.118)  0.276
H (1.077, 1.890, -0.820)  0.280
H (1.927, -1.031, -1.319)  0.294
N (-2.499, 0.098, -0.846)  -0.483
O (0.012, 1.010, 0.730)  -0.361
O (0.227, -1.206, 0.167)  -0.343

***

Result of the stability comparison: B is the most stable of them.

***

A:
This record from the Open Molecules 2025 dataset describes the molecule C4H3NO2. The level of theory is ωB97M-V/def2-TZVPD.

Output
HOMO energy: -10.305 eV
E_LUMO: 0.34 eV
Net charge: 0

Last column: Mulliken charge in e.
Geometry (Å):
O (2.524, 1.124, 0.260)  -0.435
C (1.524, 0.505, 0.436)  0.146
C (0.378, -1.222, -2.104)  -0.123
N (-0.385, -0.899, -1.266)  -0.088
C (-1.217, -0.465, -0.252)  -0.121
C (-0.852, 0.474, 0.623)  -0.144
O (0.330, 1.151, 0.637)  -0.352
H (1.448, -0.590, 0.497)  0.378
H (-2.205, -0.910, -0.207)  0.363
H (-1.546, 0.832, 1.375)  0.375

***

B:
This record from the Open Molecules 2025 dataset describes the molecule C4H3NO2. The level of theory is ωB97M-V/def2-TZVPD.

Output
HOMO energy: -9.957 eV
SMILES: O=Cc1ncco1
E_LUMO: 0.00 eV
Net charge: 0

Last column: Mulliken charge in e.
Geometry (Å):
O (-1.580, 1.701, 1.690)  -0.430
C (-1.108, 1.604, 0.586)  -0.067
C (-0.260, 0.468, 0.139)  0.580
N (0.753, 0.556, -0.663)  -0.517
C (1.204, -0.744, -0.781)  -0.277
C (0.397, -1.554, -0.056)  -0.097
O (-0.538, -0.782, 0.557)  -0.269
H (-1.274, 2.363, -0.197)  0.314
H (2.074, -0.993, -1.372)  0.371
H (0.332, -2.619, 0.099)  0.391

***

Result of the stability comparison: B is the most stable of them.